Record 1
Here is a 7-piece molecular cluster, C20H57BBr2N3O7P overall from the Open Molecules 2025 dataset. Energies are from wB97M-V/def2-TZVPD.

Summary:
2S+1	1
total energy	-7001.24948	Ha
structure (SMILES)	CCN[PH](N=C(C)C)(B(N)O)[C@@H](Br)[C@@H](C)Br.CCO.CCO.CCO.CCO.CCO.CCO
M	653.28	g mol⁻¹

XYZ file:
```
91
C20H57BBr2N3O7P | the Open Molecules 2025 dataset | wB97M-V/def2-TZVPD
C -1.62469 0.63856 4.84826
C -2.30093 -0.07780 3.59947
N -1.24032 -0.78841 2.86096
P -1.54072 -0.89691 1.09762
N -1.68875 -0.93873 -0.72195
C -2.09797 0.15653 -1.26028
C -1.13144 1.25826 -1.83063
C -3.62489 0.50787 -1.43611
B 0.37723 -1.26311 0.84522
N 1.13387 -2.15011 1.78206
O 1.11919 -0.67751 -0.21851
C -2.68416 -2.37705 1.30688
Br -4.55586 -2.06080 0.77110
C -2.15724 -3.69620 0.60125
C -2.73700 -4.93790 1.42201
Br -2.84502 -3.93694 -1.26034
H -1.16336 1.61937 4.55334
H -0.84605 0.00667 5.33024
H -2.41802 0.90928 5.58539
H -3.07969 -0.74734 4.03429
H -2.80448 0.73916 3.02237
H -0.38132 -0.26280 3.03246
H -1.96602 0.47469 1.04023
H -1.33472 2.17992 -1.23674
H -0.07134 0.93737 -1.82536
H -1.49184 1.44039 -2.88594
H -4.20148 -0.37413 -1.79286
H -3.99365 0.70716 -0.39261
H -3.72504 1.39963 -2.09231
H 0.44709 -2.84116 2.09845
H 1.43240 -1.65527 2.62068
H 1.25042 -1.39283 -0.85655
H -2.71540 -2.60705 2.40274
H -1.05045 -3.78609 0.60671
H -3.34764 -4.62860 2.29760
H -3.42444 -5.51787 0.75789
H -1.88307 -5.60410 1.67404
C 1.97638 -7.22900 2.59307
C 1.61143 -6.20228 1.53837
O 0.29742 -5.69487 1.76544
H 1.26267 -8.05503 2.58533
H 2.97801 -7.62746 2.42091
H 1.94278 -6.78582 3.59207
H 1.62519 -6.65278 0.54583
H 2.31865 -5.36693 1.54791
H 0.29018 -5.28867 2.63837
C -2.32982 1.62055 -6.55091
C -1.69295 2.85889 -5.95050
O -1.18588 2.57501 -4.64779
H -3.14090 1.26155 -5.91450
H -2.72865 1.82865 -7.54555
H -1.60039 0.80963 -6.62828
H -2.42817 3.65773 -5.85510
H -0.87167 3.21905 -6.57876
H -0.52988 1.87593 -4.73720
C 5.83528 -0.15878 -0.13803
C 4.86832 0.48411 -1.11310
O 3.97220 -0.49105 -1.63359
H 6.40394 -0.95080 -0.62881
H 6.53328 0.57869 0.26331
H 5.29496 -0.62077 0.69302
H 5.40857 0.92562 -1.95174
H 4.28706 1.27298 -0.62357
H 3.49169 -0.86984 -0.88918
C -0.17043 1.73412 9.44060
C -1.11731 2.36129 8.43532
O -1.98774 1.37737 7.88376
H 0.42309 0.94929 8.96789
H 0.50526 2.48149 9.86138
H -0.72753 1.26677 10.25697
H -0.55888 2.80786 7.61195
H -1.72143 3.14336 8.90672
H -2.48720 0.99102 8.60945
C -5.22257 6.61519 -4.13012
C -4.38824 5.95879 -5.21330
O -5.22266 5.24637 -6.12210
H -5.79768 5.86502 -3.58428
H -4.59088 7.15750 -3.42364
H -5.94087 7.31469 -4.56617
H -3.68830 5.24607 -4.77633
H -3.81529 6.70640 -5.77208
H -5.83266 5.87792 -6.51359
C 7.60774 0.14939 -4.44382
C 8.21895 1.34855 -3.74534
O 8.73049 0.96783 -2.47157
H 6.80370 -0.27582 -3.83949
H 7.20543 0.42839 -5.41984
H 8.35303 -0.63824 -4.58397
H 7.46750 2.12307 -3.58803
H 9.03345 1.77416 -4.34093
H 9.39814 0.29169 -2.61752
```

---

Record 2
Here is a 6-piece molecular cluster, C20H57N5O6 overall from the Open Molecules 2025 dataset. Energies are from wB97M-V/def2-TZVPD.

Summary:
2S+1	1
total energy	-1521.33556	Ha
structure (SMILES)	COC[C@H](C)N.COC[C@H](C)N.COC[C@H](C)N.COC[C@H](C)N.COC[C@H](C)N.O
M	463.70	g mol⁻¹

XYZ file:
```
88
C20H57N5O6 | the Open Molecules 2025 dataset | wB97M-V/def2-TZVPD
C -26.13658 2.64794 -4.68352
O -25.91980 1.24656 -4.71483
C -25.03991 0.80303 -5.72579
C -25.74787 0.73246 -7.07017
C -26.65514 -0.49891 -7.08273
N -24.75656 0.63639 -8.14818
H -26.85054 2.96348 -5.44475
H -25.17202 3.15841 -4.77722
H -26.50910 2.89559 -3.68943
H -24.14574 1.44181 -5.76900
H -24.68475 -0.19281 -5.45525
H -26.37662 1.63101 -7.14222
H -26.07244 -1.35610 -6.73388
H -27.01214 -0.75067 -8.08173
H -27.47599 -0.36850 -6.37960
H -25.25926 0.60897 -9.03385
H -24.26928 1.52906 -8.22514
C -27.42701 1.52253 -0.64205
O -27.62579 2.18273 0.58995
C -26.66552 1.84259 1.58907
C -25.70891 2.98916 1.81455
C -24.79070 2.67578 3.00336
N -26.45413 4.22093 2.14681
H -28.29071 1.68657 -1.27869
H -27.27635 0.44569 -0.52839
H -26.52916 1.92329 -1.13509
H -27.20916 1.63957 2.51702
H -26.16599 0.91394 1.28999
H -25.05777 3.17920 0.96117
H -24.35427 1.67864 2.96870
H -25.36416 2.74318 3.93539
H -24.03567 3.45699 3.08317
H -27.22637 4.27304 1.48645
H -26.89028 4.06904 3.05217
C -26.49918 -3.20735 -4.46701
O -26.14094 -3.95569 -5.61718
C -24.74347 -4.14110 -5.71820
C -24.46021 -4.87474 -7.00209
C -22.98203 -5.16826 -7.18217
N -24.95648 -4.10374 -8.16269
H -25.95142 -3.52195 -3.57196
H -27.57535 -3.28004 -4.35079
H -26.23446 -2.14731 -4.58844
H -24.26009 -3.15522 -5.70009
H -24.39341 -4.77105 -4.89131
H -24.96455 -5.85058 -6.96330
H -22.78470 -5.68948 -8.11554
H -22.61645 -5.79222 -6.35792
H -22.38941 -4.25071 -7.15240
H -25.31474 -4.74112 -8.86711
H -25.80245 -3.62726 -7.85252
C -30.79426 2.15743 -4.07024
O -30.50440 0.80128 -4.24063
C -31.43824 -0.05702 -3.64459
C -30.98362 -1.49885 -3.75827
C -30.61743 -1.87032 -5.20556
N -32.04577 -2.32439 -3.16638
H -29.94848 2.75317 -4.40744
H -30.99934 2.40054 -3.01840
H -31.68820 2.46178 -4.63218
H -31.60139 0.16696 -2.57963
H -32.44267 0.06383 -4.08907
H -30.06721 -1.60448 -3.17156
H -29.58336 -1.61628 -5.43739
H -31.25809 -1.31582 -5.90111
H -30.77616 -2.93463 -5.37957
H -32.76574 -2.45858 -3.87207
H -31.68007 -3.25316 -2.98797
C -29.46142 1.53182 -7.34857
O -29.20926 2.75915 -7.97190
C -29.96702 2.90281 -9.15762
C -29.92828 4.32309 -9.65960
C -30.22939 5.34961 -8.59496
N -30.91552 4.39534 -10.78520
H -30.50425 1.46178 -7.01313
H -28.79464 1.44089 -6.49336
H -29.27287 0.66070 -7.99227
H -29.54947 2.22423 -9.91296
H -31.00890 2.59078 -8.97573
H -28.96206 4.47386 -10.14535
H -31.21360 5.15994 -8.15712
H -30.21082 6.36382 -8.99785
H -29.51722 5.33834 -7.76573
H -31.15102 5.38067 -10.89073
H -31.79213 3.98530 -10.46743
O -28.00694 -0.10366 -3.46062
H -28.81233 0.31760 -3.80174
H -27.28336 0.41099 -3.85443
```

---

Record 3
Here is a 8-piece molecular cluster, C20H57NO16 overall from the Open Molecules 2025 dataset. Energies are from wB97M-V/def2-TZVPD.

Summary:
2S+1	1
total energy	-2054.60049	Ha
structure (SMILES)	COCCNCCOC.OCCO.OCCO.OCCO.OCCO.OCCO.OCCO.OCCO
M	567.67	g mol⁻¹

XYZ file:
```
94
C20H57NO16 | the Open Molecules 2025 dataset | wB97M-V/def2-TZVPD
C 0.04378 -1.33516 6.72739
O -0.15446 -0.50272 5.63100
C 0.90969 -0.54469 4.67652
C 0.70595 -1.72705 3.73909
N -0.53254 -1.62268 3.01823
C -0.90928 -2.88248 2.35029
C -0.14803 -3.20835 1.05958
O -0.68191 -4.32969 0.38294
C 0.28334 -4.98175 -0.40211
H -0.33494 -0.92287 7.67040
H 1.10733 -1.45438 6.97066
H -0.41750 -2.32855 6.69651
H 1.83589 -0.73072 5.22735
H 1.01538 0.38478 4.11995
H 0.60547 -2.60104 4.40867
H 1.53984 -1.81003 3.04025
H -1.31814 -1.32142 3.57486
H -1.92972 -2.80271 1.96900
H -0.82761 -3.62933 3.14724
H 0.91741 -3.39238 1.23092
H -0.27698 -2.34195 0.39886
H 1.14195 -5.31998 0.19401
H 0.53065 -4.35490 -1.25987
H -0.02203 -5.96708 -0.76448
O 3.27720 -1.21341 0.88220
C 4.06061 -1.22134 -0.31869
C 3.16416 -1.51240 -1.52845
O 2.51651 -2.75314 -1.40846
H 3.90282 -0.93544 1.55877
H 4.50452 -0.24966 -0.54840
H 4.78387 -2.03435 -0.22671
H 3.68275 -1.31624 -2.46445
H 2.36983 -0.75334 -1.53524
H 2.07197 -2.85567 -0.56408
O -2.37156 1.61718 -5.67373
C -1.13244 2.28792 -5.72765
C -0.70973 2.45995 -7.16125
O -0.93100 1.28243 -7.92615
H -2.25292 0.84277 -6.24149
H -1.16187 3.23579 -5.18597
H -0.33200 1.74436 -5.19606
H 0.36820 2.67796 -7.16072
H -1.19679 3.30612 -7.66083
H -0.43102 1.37007 -8.73875
O -2.91775 -5.00440 -1.10556
C -3.50087 -3.79859 -1.61288
C -2.69104 -3.40885 -2.86257
O -1.46700 -2.82669 -2.37687
H -2.44465 -4.69627 -0.31739
H -4.55793 -3.88831 -1.86172
H -3.38738 -3.00018 -0.87780
H -3.20801 -2.61947 -3.42041
H -2.45649 -4.24029 -3.52589
H -0.88549 -2.64036 -3.11940
O 1.39539 2.46872 2.31634
C 1.09388 3.83561 2.09863
C -0.35405 4.02487 1.68079
O -0.53306 3.51282 0.34949
H 1.02080 2.02599 1.54046
H 1.19857 4.35660 3.05834
H 1.79772 4.34074 1.42849
H -0.62225 5.08260 1.62275
H -1.04178 3.59446 2.41038
H -1.05444 2.68715 0.36847
O -4.98943 1.50175 5.25836
C -3.78260 1.92206 4.63060
C -3.89693 1.94466 3.13322
O -4.23422 0.72088 2.53421
H -4.79588 1.35187 6.18725
H -3.49411 2.93118 4.94189
H -2.94037 1.27588 4.89723
H -2.96136 2.34540 2.73307
H -4.57649 2.75463 2.82755
H -5.06875 0.42802 2.91650
O 5.48904 4.47897 -2.72935
C 5.06130 3.17436 -2.96788
C 3.52556 2.95954 -2.93113
O 3.25152 1.60326 -2.68365
H 5.08228 5.14687 -3.28803
H 5.39302 2.67546 -3.89356
H 5.54619 2.58801 -2.18483
H 3.02402 3.40827 -3.79434
H 3.28710 3.46770 -1.98278
H 2.43612 1.57331 -2.15379
O 1.00793 1.59752 -1.06587
C 0.08175 0.71329 -1.66651
C -0.66912 0.03333 -0.55701
O -1.60971 0.83531 0.18716
H 0.47914 2.25892 -0.58403
H -0.68763 1.18139 -2.30430
H 0.54922 0.07082 -2.41230
H 0.02900 -0.33980 0.20415
H -1.12629 -0.92224 -0.83995
H -2.06111 0.26083 0.81332
```

---

no.,E_LUMO (eV)
1,0.44
2,0.60
3,0.50